The following is a quantum chemistry calculation of the ion C3H5N2 with charge +1 in a non-equilibrium geometry, from the OMol25 dataset.

Its spin multiplicity is 1. The calculation puts the energy above the lowest of the compared OMol25 structures with the same formula, charge and spin at 121.0 kcal per mole. Its SMILES is C#C/[NH+]=C/N. For the energy, the calculation gives -226.39948 hartree. For the lowest unoccupied orbital energy, the calculation gives -5.532 eV. The net charge is +1. Its highest occupied orbital energy is -13.30 eV.

CARTESIAN COORDINATES (ANGSTROEM)
C1 0.27123 1.36375 1.35302
H1 0.59820 3.37342 2.32467
H2 -0.39289 -1.48275 -2.32563
H3 0.10335 0.77546 -1.46716
C2 0.41232 2.45051 1.85901
C3 -0.06189 -0.12255 -0.90184
H4 -0.28260 -0.59174 1.40076
N1 -0.31670 -1.29560 -1.32362
N2 0.17770 0.14751 0.89301
H5 -0.46404 -2.08598 -0.69464